Record 1
Formula: C30H36O18
Source: the OMol25 dataset
Level of theory: ωB97M-V with the def2-TZVPD basis set

For the total energy, the calculation gives -2518.92008 hartree. The LUMO energy comes out at -1.63 eV. As for the structure (SMILES): O=C1C=CC(=O)C=C1.O=C1C=CC(=O)C=C1.O=C1C=CC(=O)C=C1.COC(=O)OC.COC(=O)OC.COC(=O)OC.COC(=O)OC.

The geometry in ORCA input format:
```
! RIJCOSX wB97M-V def2-TZVPD def2/J DEFGRID3
* xyz 0 1
H 2.636 4.382 -5.320
H 4.830 -3.440 5.352
O -1.812 -3.471 3.155
O -0.921 0.205 -0.666
O 3.166 -3.731 3.304
H 0.295 4.287 -1.555
H -3.145 3.630 -5.997
C -3.003 -2.108 1.556
H -0.524 4.868 -0.118
H -2.886 -1.208 2.123
H -2.840 3.043 -4.447
H -0.576 -0.501 -2.726
H 4.668 2.579 -0.411
H -0.112 2.470 2.672
C 1.994 2.342 3.098
O -0.431 0.068 2.094
O 3.338 3.682 0.778
C 0.496 0.450 2.728
H -0.085 -4.723 6.227
C 0.712 1.889 3.005
C -4.324 -2.833 -4.029
C 1.600 -0.525 2.976
O -1.628 -0.607 -4.576
O -2.838 -1.046 -2.750
C -4.052 -3.258 -0.280
H 1.758 4.396 -3.708
H -4.794 -3.326 -4.832
H 1.329 -1.559 2.747
O -3.439 -1.927 -4.757
O -0.708 3.664 -3.870
C -2.416 -3.395 2.113
H 0.143 0.214 -4.223
O 1.325 4.474 0.330
C 1.706 4.557 -4.807
H 0.753 -4.024 3.924
C -0.757 0.122 -3.624
C 0.320 -1.855 -0.780
H 5.079 4.307 -0.128
H -2.232 -5.512 1.650
C 1.019 -4.438 6.011
H 0.661 5.949 -0.925
O 4.209 1.701 3.669
H 2.182 3.394 3.057
H 4.050 -3.696 7.729
O -4.781 -3.102 -1.246
H -2.613 1.320 -1.138
C -3.454 -4.556 0.156
H -4.243 -1.130 0.088
O 0.793 3.653 -5.520
O 2.859 4.347 -1.317
H -3.760 -5.403 -0.510
O 1.104 -0.700 -0.730
H -1.126 2.293 -0.730
C -0.394 3.451 -4.992
C 3.838 -3.716 5.592
C 3.096 1.335 3.394
H 3.572 -0.878 3.472
H 5.240 3.166 1.252
O 0.921 1.482 -0.279
C -2.617 2.791 -5.504
H -1.289 1.072 -3.374
C 1.446 -4.122 4.796
H -2.029 1.403 0.492
C -2.660 -4.626 1.245
C 0.394 4.911 -0.680
O 1.692 -4.480 8.340
O -1.215 2.861 -5.888
C -1.722 1.383 -0.517
H -0.408 -1.835 -1.572
H -3.010 1.837 -5.787
H 1.253 5.590 -5.012
C -3.778 -2.077 0.484
C 2.532 4.140 -0.207
C 4.670 3.358 0.329
H 1.081 -2.555 -0.920
C 1.948 -4.303 7.163
C 0.426 0.440 -0.557
C 3.442 -3.862 6.843
H -4.962 -2.261 -3.311
C -2.677 -1.212 -3.974
C 2.821 -0.095 3.304
H -3.753 -3.531 -3.513
H -0.265 -1.997 0.133
C 2.878 -3.883 4.425
*
```

Record 2
Formula: C9H19IO7S2
Source: the OMol25 dataset
Level of theory: ωB97M-V with the def2-TZVPD basis set

For the total energy, the calculation gives -1975.01402 hartree. The LUMO energy comes out at 0.29 eV.

The geometry in ORCA input format:
```
! RIJCOSX wB97M-V def2-TZVPD def2/J DEFGRID3
* xyz 0 1
H -3.642 1.175 -1.881
O 1.550 3.446 -0.066
O -6.885 -1.142 -0.632
C 3.576 -1.038 2.233
H 2.530 -1.145 1.945
H -3.685 -0.673 -3.476
S 1.714 2.199 -0.765
C 0.556 -0.118 -0.505
O 0.563 1.259 -0.084
C -1.224 -0.129 1.357
H -4.910 1.711 -3.014
O -4.740 -1.340 -1.834
H 2.228 0.967 1.631
H -0.713 0.337 2.197
H -5.461 -0.591 -3.615
H 4.158 -0.842 -0.445
H 3.642 -0.922 3.313
C -4.611 0.930 -2.322
C -0.236 -0.940 0.516
H 5.413 0.422 -0.320
C 4.889 -0.371 0.208
H -1.989 -0.791 1.757
H 1.578 -0.499 -0.551
O -4.751 -0.648 0.514
C 3.188 1.257 1.211
H 5.625 -1.127 0.480
H 0.112 -0.183 -1.497
O 3.063 1.495 -0.201
H 0.437 -1.468 1.184
S -5.561 -0.643 -0.650
H 5.002 0.552 2.145
O -5.584 0.829 -1.274
H 4.068 -1.972 1.965
C -4.608 -0.449 -2.949
H -1.731 0.624 0.760
C 4.233 0.147 1.490
H 3.509 2.181 1.687
I -1.303 -2.498 -0.513
*
```

Record 3
Formula: C5H10O2
Source: the OMol25 dataset
Level of theory: ωB97M-V with the def2-TZVPD basis set

For the total energy, the calculation gives -346.95360 hartree. The LUMO energy comes out at 0.93 eV. Its energy above the lowest of the compared OMol25 structures with the same formula, charge and spin is 1.955 eV. As for the structure (SMILES): COC[C@@H](C)C=O.

The geometry in ORCA input format:
```
! RIJCOSX wB97M-V def2-TZVPD def2/J DEFGRID3
* xyz 0 1
H -0.187 0.270 -1.394
H -2.473 -0.842 0.320
H -2.793 0.424 -0.857
O -1.606 1.910 0.928
H 0.277 2.055 0.235
H 3.378 -0.388 -0.329
H 2.177 0.921 -0.171
C -0.676 0.143 -0.419
C 2.448 -0.095 0.162
H 0.317 -0.542 1.426
H -2.135 -1.137 -1.393
C 0.220 -0.855 0.372
C -0.674 1.479 0.293
H 2.611 -0.073 1.251
O 1.489 -1.057 -0.195
H -0.272 -1.832 0.370
C -2.102 -0.383 -0.601
*
```

Record 4
Formula: C17H53AsF6N13O8
Source: the OMol25 dataset
Level of theory: ωB97M-V with the def2-TZVPD basis set

For the total energy, the calculation gives -4828.41419 hartree. The LUMO energy comes out at 1.83 eV. Its energy above the lowest of the compared OMol25 structures with the same formula, charge and spin is 6.933 eV.

The geometry in ORCA input format:
```
! RIJCOSX wB97M-V def2-TZVPD def2/J DEFGRID3
* xyz -1 1
H 5.857 -2.851 -4.157
H -7.294 0.790 2.002
F -1.516 1.708 -1.503
H 3.882 1.204 6.254
N 1.233 0.689 6.182
H -2.651 6.891 -3.266
C 1.988 1.815 6.632
H -6.018 -1.315 2.744
H -5.214 0.368 3.713
O 0.974 -6.383 1.212
H -3.993 -3.263 -6.492
C 3.282 4.305 5.657
H 2.753 4.057 4.737
H -8.532 0.237 3.049
H -3.474 -0.221 -4.916
F -2.753 1.063 0.559
H 7.311 -3.771 -4.810
H 1.204 0.626 5.174
N -3.940 -2.399 -5.972
H 2.058 -2.992 -6.760
H 2.092 -4.025 -3.356
N -0.152 5.326 -3.880
F 0.253 -0.088 -0.894
As -1.205 0.554 -0.142
H 6.647 -2.732 -5.750
H 1.307 1.535 8.794
H -3.811 -2.432 -4.971
H 4.585 0.205 -0.287
N 4.844 -1.292 1.404
C 2.702 7.769 -0.012
F -0.976 -0.552 1.301
H -8.001 -1.553 5.169
H 2.579 -5.347 -4.088
H -8.214 -1.368 -0.516
N 5.554 0.194 -0.004
C 3.239 -3.592 -5.099
H 1.059 7.156 0.867
F -2.118 -0.703 -1.103
H -2.069 5.373 -2.524
N -3.507 -0.207 -5.925
H -6.695 -2.585 4.976
C 6.294 -3.418 -4.980
H 4.964 -1.956 2.156
H 3.897 -1.273 1.055
H -0.467 4.579 -3.279
C -7.316 -1.902 4.397
H 1.273 6.580 -0.755
H 6.193 0.890 -0.362
N 3.347 7.448 -1.091
H 4.288 7.811 -1.041
O 3.948 3.243 6.223
H 1.333 2.660 6.422
C 2.995 -4.365 -3.862
C -1.149 6.189 -4.061
H 3.942 -4.358 -3.322
H 2.506 4.549 6.381
N 1.605 7.139 0.018
H 3.400 -2.530 -4.912
C -6.671 -0.822 3.464
C -3.638 -1.292 -6.656
H -7.941 -2.595 3.834
O 7.008 -0.632 1.401
H 3.973 5.125 5.457
H 2.614 0.657 8.426
O -3.592 -1.133 -7.845
N 1.974 -3.451 -5.865
F -0.264 1.861 0.657
N -1.242 -6.107 1.249
C -0.145 -6.767 0.958
O 5.518 -4.574 -5.365
H -6.775 -1.820 0.409
C 3.311 2.045 5.859
H -7.082 -0.139 0.055
O -8.308 -0.947 1.551
H -3.312 0.710 -6.301
H -1.385 -8.067 0.125
H 0.287 -8.262 -0.233
H 0.612 5.320 -4.541
O -1.198 6.969 -4.988
H 3.252 1.851 4.788
C 5.883 -0.636 0.936
H -1.193 -5.126 1.486
C -7.568 -1.079 0.313
C -7.655 -0.108 2.502
H 3.894 -5.305 -6.208
H -5.498 -0.241 5.167
H 4.441 -3.786 -6.871
H 1.312 -3.027 -5.230
N -5.961 0.087 4.332
O 3.056 8.404 0.915
C 4.234 -4.305 -5.935
H 0.247 0.708 6.403
H 2.951 6.835 -1.789
N -1.937 6.199 -3.090
H -2.055 -6.442 0.753
H 2.787 2.456 8.595
N -0.455 -7.675 0.121
C 2.201 1.636 8.179
*
```

Record 5
Formula: H12O6
Source: the OMol25 dataset
Level of theory: ωB97M-V with the def2-TZVPD basis set

For the total energy, the calculation gives -458.63348 hartree. The LUMO energy comes out at -0.12 eV. Its energy above the lowest of the compared OMol25 structures with the same formula, charge and spin is 1.061 eV. As for the structure (SMILES): O.O.O.O.O.O.

The geometry in ORCA input format:
```
! RIJCOSX wB97M-V def2-TZVPD def2/J DEFGRID3
* xyz 0 1
H -0.729 -0.468 -0.847
O 0.747 1.738 1.079
H 0.562 2.181 0.237
H 2.078 -0.132 -3.845
H -0.912 0.737 1.185
O -3.389 -1.911 0.024
H -2.438 0.663 1.398
O 1.204 0.271 -3.828
H -2.686 -1.387 0.445
H 0.878 2.452 1.717
O 0.143 -0.504 -1.272
H 2.228 0.056 1.466
H 0.840 0.057 -2.943
H -3.544 -2.650 0.621
H 0.756 -0.198 -0.595
O -1.715 0.246 0.912
H 3.420 -0.749 1.995
O 2.558 -0.401 2.249
*
```

Record 6
Formula: C5H7NO
Source: the OMol25 dataset
Level of theory: ωB97M-V with the def2-TZVPD basis set

For the total energy, the calculation gives -324.47352 hartree. The LUMO energy comes out at 0.72 eV. Its energy above the lowest of the compared OMol25 structures with the same formula, charge and spin is 6.829 eV.

The geometry in ORCA input format:
```
! RIJCOSX wB97M-V def2-TZVPD def2/J DEFGRID3
* xyz 0 1
C 0.725 0.917 -0.489
C 1.451 -0.353 0.193
C 2.084 1.018 0.103
H -0.260 -0.001 -1.101
H -2.442 0.288 0.345
H 2.911 1.040 -0.602
O -0.168 1.044 0.709
N -0.799 -0.975 -0.222
H 2.218 1.616 1.002
H 1.798 -1.203 -0.380
C -2.218 -0.737 0.022
C 0.066 -0.288 0.550
H -2.759 -0.934 -0.906
H -2.605 -1.434 0.776
*
```